Density functional theory data (ωB97M-V/def2-TZVPD) for C42H58As3I2N4O2SbW as an isolated structure.

Each line ends with the Mulliken charge.
CARTESIAN COORDINATES (ANGSTROEM)
W 0.447 -0.393 0.276  0.0293
C 4.051 -1.203 4.113  -1.0375
C 4.199 0.259 3.813  0.6901
C 4.797 1.122 4.738  -0.9259
C 4.946 2.456 4.425  -0.5542
C 4.495 2.905 3.187  -1.1379
C 3.910 1.985 2.332  0.0140
N 3.754 0.693 2.634  0.5755
Sb 3.165 2.696 0.450  1.0599
C 3.710 0.960 -0.687  0.0802
C 5.047 0.626 -0.529  -0.8093
C 5.614 -0.297 -1.393  -1.1457
C 4.821 -0.838 -2.383  -0.7506
C 3.482 -0.470 -2.474  0.7875
C 2.654 -1.040 -3.588  -1.3580
N 2.925 0.413 -1.629  0.3355
C 1.148 2.423 1.261  0.4156
C 0.679 3.638 1.724  -1.4238
C -0.107 3.689 2.875  -0.9069
C -0.268 2.524 3.587  -0.7877
C 0.177 1.309 3.058  0.1912
C 0.101 0.073 3.890  -0.3498
N 0.744 1.251 1.838  0.5049
H 3.649 -1.368 5.113  0.4153
H 5.025 -1.697 4.073  0.4288
H 3.405 -1.667 3.371  -0.2524
H 5.142 0.733 5.687  0.5195
H 5.409 3.140 5.125  0.4776
H 4.606 3.942 2.898  0.5061
H 5.639 1.080 0.256  0.5790
H 6.655 -0.580 -1.298  0.4488
H 5.225 -1.548 -3.094  0.5330
H 2.886 -0.525 -4.523  0.4598
H 1.591 -0.924 -3.391  0.1078
H 2.879 -2.096 -3.739  0.3600
H 0.989 4.554 1.234  0.5903
H -0.502 4.628 3.241  0.5160
H -0.748 2.523 4.556  0.5756
H 1.121 -0.198 4.177  -0.0106
H -0.311 -0.763 3.336  -0.8884
H -0.481 0.249 4.792  0.6583
I 4.696 -3.326 0.693  0.0898
C 3.141 -3.442 -0.666  0.0895
C 3.120 -4.484 -1.627  -0.0375
C 2.075 -4.642 -2.497  -0.5355
I 2.130 -6.203 -3.871  0.1524
C 0.966 -3.749 -2.444  1.6788
C -0.187 -3.810 -3.250  -1.4525
C -1.187 -2.885 -3.080  -1.7598
C -1.042 -1.887 -2.114  -0.1077
N 0.028 -1.788 -1.344  1.1831
C 1.021 -2.712 -1.499  -1.1852
C 2.099 -2.559 -0.606  -0.3129
O 2.030 -1.515 0.241  -0.4387
H 3.954 -5.171 -1.657  0.5193
H -0.280 -4.592 -3.992  0.2621
H -2.088 -2.913 -3.677  0.6452
H -1.822 -1.156 -1.959  0.1963
C 1.108 3.107 -2.117  -1.5353
As -0.145 1.675 -1.705  1.7829
C -0.333 1.115 -3.566  -1.6228
C -1.664 2.917 -1.495  -2.4610
C -3.134 2.465 -1.422  2.9986
C -3.980 3.724 -1.655  -1.9971
C -3.441 1.935 -0.025  -2.1168
As -2.407 0.397 0.606  2.0509
C -2.938 0.554 2.471  -1.5266
C -3.545 -1.102 0.073  -0.8150
C -3.409 1.413 -2.500  -0.5571
As -5.179 0.620 -2.991  0.4302
C -5.860 2.062 -4.125  -1.1317
C -6.383 0.913 -1.467  -1.0121
H 1.135 3.849 -1.323  0.3652
H 0.744 3.587 -3.026  0.6572
H 2.099 2.703 -2.308  0.3484
H -0.829 1.925 -4.100  0.6309
H -0.897 0.199 -3.705  0.2119
H 0.669 0.994 -3.971  0.6663
H -1.536 3.570 -2.362  0.7765
H -1.420 3.519 -0.613  0.4027
H -3.693 4.517 -0.962  0.3997
H -5.039 3.520 -1.507  0.3329
H -3.847 4.097 -2.672  0.4780
H -4.490 1.654 0.063  0.6343
H -3.258 2.722 0.712  0.6193
H -2.591 1.504 2.871  0.3259
H -2.534 -0.262 3.062  0.1935
H -4.027 0.526 2.511  0.6498
H -3.971 -0.927 -0.914  0.1088
H -4.357 -1.204 0.791  0.6256
H -2.975 -2.029 0.052  -0.3793
H -2.774 0.544 -2.298  -1.3710
H -3.069 1.798 -3.466  0.7545
H -5.146 2.264 -4.923  0.3325
H -6.052 2.977 -3.567  0.3108
H -6.788 1.724 -4.582  0.4244
H -6.146 0.249 -0.637  0.2436
H -7.375 0.640 -1.828  0.4474
H -6.420 1.944 -1.122  0.2865
C 0.683 -3.346 2.630  -1.1024
C -0.618 -2.905 1.969  1.3819
C -0.987 -3.868 0.850  -1.2106
C -1.755 -2.842 2.977  -1.6812
O -0.406 -1.530 1.491  1.1516
H 0.815 -2.887 3.609  0.3073
H 1.534 -3.085 1.999  0.0093
H 0.680 -4.429 2.762  0.4454
H -1.317 -4.802 1.303  0.6723
H -0.133 -4.103 0.220  0.2321
H -1.807 -3.492 0.236  0.1254
H -1.880 -3.828 3.426  0.5748
H -2.697 -2.568 2.502  0.2070
H -1.541 -2.142 3.785  0.4159

Values from the calculation:
Frontier orbital gap (alpha / beta), eV: 6.848 / 6.993
2S+1: 3
HOMO (alpha / beta), eV: -12.69 / -12.85
Total charge: +2
Relative energy (zero: lowest compared OMol25 entry of this formula, charge and spin), kJ/mol: 38.0
<S²>: 2.01